i | ORCA calculation (ωB97M-V/def2-TZVPD) on a 2-piece molecular cluster, C19H23S overall.

Last columns: bonded neighbours and bond lengths (Å).
Atoms and positions in Å:
1 S 0.00781 2.28521 -0.56190  C19 1.818, C20 1.817
2 C 2.47435 2.32931 0.70106  C4 1.535, C19 1.527, H23 1.096, H24 1.099
3 C -2.14280 -1.94420 2.19207  C7 1.382, C13 1.403, H31 1.092
4 C 1.85277 2.67517 2.06147  C2 1.535, C11 1.535, H21 1.099, H22 1.097
5 C 0.30047 -1.24889 -2.82987  C9 1.428, C17 1.392, H34 1.084
6 C -4.62801 -2.23833 2.05428  C13 1.493, H28 1.097, H39 1.094, H42 1.097
7 C -0.90840 -1.73784 1.60641  C3 1.382, C15 1.434, H37 1.093
8 C -3.19489 -1.84703 0.01926  C13 1.400, C18 1.386, H38 1.092
9 C 1.05889 -1.25108 -1.62030  C5 1.428, C12 1.421, C16 1.434
10 C 3.08855 -0.95556 -2.97943  C14 1.405, C16 1.387, H29 1.092
11 C 0.41604 2.14617 2.17387  C4 1.535, C20 1.527, H25 1.096, H40 1.098
12 C 0.55140 -1.39632 -0.30052  C9 1.421, C15 1.419, H35 1.091
13 C -3.30296 -2.00585 1.40623  C3 1.403, C6 1.493, C8 1.400
14 C 2.31968 -0.96551 -4.15500  C10 1.405, C17 1.402, H27 1.093
15 C -0.76724 -1.58838 0.18716  C7 1.434, C12 1.419, C18 1.427
16 C 2.47898 -1.08898 -1.74065  C9 1.434, C10 1.387, H43 1.095
17 C 0.92759 -1.10622 -4.06398  C5 1.392, C14 1.402, H32 1.093
18 C -1.96645 -1.63124 -0.58466  C8 1.386, C15 1.427, H36 1.081
19 C 1.68812 2.96752 -0.44143  S1 1.818, C2 1.527, H26 1.099, H30 1.099
20 C -0.48551 2.77746 1.11584  S1 1.817, C11 1.527, H33 1.099, H41 1.099
21 H 1.84368 3.76693 2.18435  C4 1.099
22 H 2.46907 2.26889 2.87237  C4 1.097
23 H 3.51869 2.65837 0.64870  C2 1.096
24 H 2.47604 1.23974 0.56086  C2 1.099
25 H -0.00119 2.34260 3.16829  C11 1.096
26 H 2.16353 2.80272 -1.41828  C19 1.099
27 H 2.80180 -0.86699 -5.13072  C14 1.093
28 H -4.62736 -3.19060 2.59796  C6 1.097
29 H 4.17342 -0.84603 -3.04526  C10 1.092
30 H 1.57431 4.05081 -0.29470  C19 1.099
31 H -2.22874 -2.06242 3.27401  C3 1.092
32 H 0.32134 -1.11097 -4.97327  C17 1.093
33 H -0.43496 3.87481 1.14703  C20 1.099
34 H -0.77742 -1.36361 -2.80492  C5 1.084
35 H 1.32046 -1.41518 0.47358  C12 1.091
36 H -1.93869 -1.48657 -1.65587  C18 1.081
37 H -0.01155 -1.69384 2.22954  C7 1.093
38 H -4.10034 -1.89158 -0.58902  C8 1.092
39 H -5.42059 -2.26297 1.30132  C6 1.094
40 H 0.41055 1.05644 2.03544  C11 1.098
41 H -1.53697 2.48094 1.23259  C20 1.099
42 H -4.84979 -1.44232 2.77505  C6 1.097
43 H 3.08630 -1.08459 -0.82896  C16 1.095

Properties
- 2S+1 = 1
- total charge = +1
- LUMO (eV) = -5.65

ii | ORCA calculation (ωB97M-V/def2-TZVPD) on an isolated ion of composition C19H23S and charge +1.

Last columns: bonded neighbours and bond lengths (Å).
Atoms and positions in Å:
1 S 1.04993 0.93782 0.81484  C3 1.814, C8 1.879, C16 1.814
2 C 2.58940 1.43514 -1.92561  C10 1.523, C11 1.523, H23 1.100, H38 1.099
3 C 1.27893 2.52989 -0.02476  S1 1.814, C11 1.512, H31 1.099, H41 1.095
4 C -1.56317 1.27962 0.30041  C7 1.398, C8 1.532, C13 1.406
5 C -0.27131 -3.92558 0.54844  C14 1.397, C17 1.394, C20 1.498
6 C -0.50612 -1.16139 0.11561  C8 1.522, C9 1.395, C12 1.405
7 C -2.15082 1.18409 1.56575  C4 1.398, C18 1.399, H33 1.086
8 C -0.44435 0.33567 -0.15234  S1 1.879, C4 1.532, C6 1.522, H25 1.101
9 C -0.60779 -1.68418 1.40484  C6 1.395, C14 1.395, H42 1.095
10 C 2.49627 0.01011 -1.39538  C2 1.523, C16 1.512, H32 1.101, H43 1.095
11 C 1.50418 2.42274 -1.51636  C2 1.523, C3 1.512, H24 1.101, H27 1.094
12 C -0.27748 -2.03809 -0.95768  C6 1.405, C17 1.389, H22 1.090
13 C -1.90423 2.35461 -0.53912  C4 1.406, C19 1.392, H21 1.097
14 C -0.60778 -3.06569 1.59640  C5 1.397, C9 1.395, H35 1.092
15 C -3.21424 3.33978 1.23382  C18 1.398, C19 1.399, H40 1.094
16 C 2.37111 -0.08526 0.10818  S1 1.814, C10 1.512, H26 1.100, H34 1.096
17 C -0.15794 -3.40475 -0.73972  C5 1.394, C12 1.389, H39 1.087
18 C -2.95758 2.22531 2.03759  C7 1.399, C15 1.398, H29 1.092
19 C -2.71431 3.38578 -0.07172  C13 1.392, C15 1.399, H36 1.090
20 C -0.05132 -5.39013 0.77075  C5 1.498, H28 1.093, H30 1.097, H37 1.099
21 H -1.51831 2.36647 -1.56562  C13 1.097
22 H -0.17059 -1.61977 -1.95807  C12 1.090
23 H 3.55857 1.85173 -1.61357  C2 1.100
24 H 1.81294 3.42680 -1.84587  C11 1.101
25 H -0.21153 0.51547 -1.21364  C8 1.101
26 H 3.27966 0.26883 0.61645  C16 1.100
27 H 0.55695 2.22980 -2.02964  C11 1.094
28 H -0.29040 -5.65771 1.80350  C20 1.093
29 H -3.38355 2.15285 3.04024  C18 1.092
30 H -0.68343 -5.96511 0.08228  C20 1.097
31 H 2.13573 2.98150 0.49395  C3 1.099
32 H 3.42939 -0.51256 -1.65668  C10 1.101
33 H -1.99202 0.29678 2.17123  C7 1.086
34 H 2.17490 -1.10989 0.44450  C16 1.096
35 H -0.84024 -3.48155 2.57949  C14 1.092
36 H -2.94288 4.22420 -0.72958  C19 1.090
37 H 0.99097 -5.68167 0.58177  C20 1.099
38 H 2.60496 1.38785 -3.02381  C2 1.099
39 H 0.02930 -4.06122 -1.58521  C17 1.087
40 H -3.82130 4.16616 1.61562  C15 1.094
41 H 0.38966 3.12090 0.21581  C3 1.095
42 H -0.66455 -1.02269 2.27549  C9 1.095
43 H 1.69438 -0.56265 -1.87258  C10 1.095

Properties
- 2S+1 = 1
- total charge = +1
- LUMO (eV) = -2.71

Of them, ii has the highest stability.

i | ORCA calculation (ωB97M-V/def2-TZVPD) on one molecule with the formula C5H4ClN3.

Last columns: bonded neighbours and bond lengths (Å).
Atoms and positions in Å:
1 Cl -3.48450 -0.55801 -0.01760  C9 1.668
2 N -1.12748 -1.85649 0.03446  C8 1.323, C9 1.308
3 N -1.23753 2.94838 0.03379  C5 1.152
4 N 0.41417 -0.22972 -0.01360  C6 1.350, C7 1.437, C8 1.346
5 C -0.98108 1.82551 -0.00377  N3 1.152, C6 1.372
6 C -0.73672 0.47525 -0.03175  N4 1.350, C5 1.372, C9 1.643
7 C 1.71633 0.37888 -0.01513  N4 1.437, H10 1.091, H11 1.091, H12 1.092
8 C 0.15990 -1.55089 0.02377  N2 1.323, N4 1.346, H13 1.072
9 C -1.82837 -0.75209 0.00483  Cl1 1.668, N2 1.308, C6 1.643
10 H 2.47803 -0.39379 -0.13053  C7 1.091
11 H 1.79752 1.08820 -0.84048  C7 1.091
12 H 1.88640 0.90739 0.92489  C7 1.092
13 H 0.94332 -2.28262 0.03112  C8 1.072

Properties
- structure (SMILES) = Cn1cnc(Cl)c1C#N
- 2S+1 = 1
- LUMO (eV) = 0.25

ii | ORCA calculation (ωB97M-V/def2-TZVPD) on one molecule with the formula C5H4ClN3.

Last columns: bonded neighbours and bond lengths (Å).
Atoms and positions in Å:
1 Cl -2.91888 -0.72608 0.68984  C5 1.847
2 N -3.67219 0.79757 -2.35849  C7 1.119
3 N -0.51429 1.80100 2.27246  C8 1.122
4 N 0.29471 -0.45162 0.00370  C6 1.509, C9 1.280
5 C -2.14029 0.59746 -0.33638  Cl1 1.847, C6 1.616, C7 1.451, H10 1.022
6 C -0.75891 0.03682 -0.95928  N4 1.509, C5 1.616, H11 1.061, H12 1.132
7 C -3.14831 0.71896 -1.37248  N2 1.119, C5 1.451
8 C 0.06242 0.92218 1.87874  N3 1.122, C9 1.436
9 C 0.60170 -0.23862 1.22817  N4 1.280, C8 1.436, H13 1.141
10 H -1.91920 1.51676 0.05207  C5 1.022
11 H -0.31140 0.71952 -1.63717  C6 1.061
12 H -0.97048 -0.85790 -1.61959  C6 1.132
13 H 1.32456 -0.94456 1.75830  C9 1.141

Properties
- structure (SMILES) = N#C/C=N\C[C@H](Cl)C#N
- 2S+1 = 1
- LUMO (eV) = -0.48

Of them, i has the highest stability.